The following is a DFT calculation (ωB97M-V/def2-TZVPD) of a 10-piece molecular cluster, C27H60Br2O21 overall.

As for the LUMO energy: -1.2462 eV. Its net charge is 0. For the HOMO energy, the calculation gives -9.3 eV. Its SMILES is C=CC1=C(/C(Br)=C(\C)Br)C(=O)OC1=O.OCCO.OCCO.OCCO.OCCO.OCCO.OCCO.OCCO.OCCO.OCCO. For the largest force on an atom, the calculation gives 0.389 eV/A.

Each line ends with the Mulliken charge.
Geometry (Å):
1 C 0.504 1.490 -2.670  -0.7339
2 C 0.169 0.381 -2.033  -0.4372
3 C -1.022 -0.386 -2.403  0.9803
4 C -2.056 -0.806 -1.666  0.3466
5 C -2.333 -0.600 -0.246  -0.2822
6 Br -2.466 -2.224 0.714  -0.0993
7 C -2.472 0.604 0.301  0.5576
8 C -2.407 1.889 -0.478  -1.1699
9 Br -2.780 0.780 2.134  -0.1022
10 C -2.965 -1.602 -2.547  0.2468
11 O -4.007 -2.115 -2.321  -0.5465
12 O -2.372 -1.682 -3.808  -0.3313
13 C -1.223 -0.924 -3.781  0.1929
14 O -0.540 -0.803 -4.754  -0.5596
15 H 1.377 2.066 -2.388  0.3131
16 H -0.074 1.860 -3.510  0.2529
17 H 0.763 -0.004 -1.210  0.3565
18 H -1.372 2.126 -0.738  0.1979
19 H -2.996 1.807 -1.394  0.3897
20 H -2.780 2.718 0.116  0.4035
21 O -0.981 0.273 -7.997  -0.6135
22 C 0.340 -0.222 -8.231  -0.2378
23 C 0.294 -1.512 -9.017  -0.3808
24 O -0.365 -1.331 -10.259  -0.5285
25 H -1.399 -0.314 -7.355  0.3323
26 H 0.850 0.552 -8.804  0.2912
27 H 0.865 -0.365 -7.281  0.2238
28 H 1.304 -1.863 -9.231  0.3466
29 H -0.221 -2.282 -8.426  0.2323
30 H -1.115 -0.749 -10.086  0.3335
31 O -6.237 -0.728 2.205  -0.4895
32 C -6.899 -1.262 3.348  -0.5898
33 C -5.866 -1.733 4.348  0.0356
34 O -4.994 -0.671 4.703  -0.5674
35 H -5.807 -1.453 1.737  0.2885
36 H -7.480 -0.439 3.765  0.2858
37 H -7.580 -2.074 3.076  0.3260
38 H -6.344 -2.086 5.264  0.3741
39 H -5.288 -2.558 3.912  -0.0591
40 H -4.831 -0.185 3.883  0.2959
41 O 0.164 -0.799 2.899  -0.2511
42 C 1.589 -0.901 2.828  -0.3322
43 C 1.993 -2.338 2.597  -0.3261
44 O 1.381 -2.857 1.428  -0.5097
45 H -0.125 -1.189 3.732  0.2406
46 H 1.874 -0.299 1.963  0.1642
47 H 2.071 -0.499 3.720  0.2344
48 H 3.073 -2.412 2.468  0.2727
49 H 1.712 -2.941 3.472  0.2496
50 H 0.476 -2.517 1.420  0.2983
51 O -1.987 5.367 4.411  -0.5324
52 C -0.659 5.090 3.973  -0.4847
53 C -0.643 3.895 3.047  -0.2223
54 O -1.495 4.103 1.934  -0.4365
55 H -2.264 4.670 5.016  0.3148
56 H -0.338 5.982 3.435  0.2817
57 H 0.016 4.930 4.820  0.3159
58 H 0.363 3.722 2.663  0.2625
59 H -0.956 2.996 3.597  0.1728
60 H -2.279 4.555 2.272  0.3411
61 O 7.135 -0.660 4.502  -0.5628
62 C 6.418 0.558 4.285  -0.3191
63 C 5.069 0.252 3.673  -0.1092
64 O 4.330 -0.618 4.519  -0.4938
65 H 7.408 -1.006 3.646  0.3469
66 H 6.289 1.007 5.270  0.1319
67 H 6.987 1.241 3.652  0.2544
68 H 4.488 1.162 3.538  0.2444
69 H 5.213 -0.216 2.689  0.1937
70 H 4.964 -1.247 4.887  0.3297
71 O 0.749 3.250 -8.447  -0.4590
72 C 1.066 4.238 -7.475  -0.5296
73 C 0.119 4.154 -6.298  -0.4521
74 O 0.119 2.860 -5.727  -0.3730
75 H -0.088 3.477 -8.866  0.3000
76 H 2.080 4.005 -7.150  0.2732
77 H 1.058 5.245 -7.903  0.3306
78 H 0.426 4.858 -5.522  0.3550
79 H -0.897 4.424 -6.620  0.2674
80 H 0.112 2.229 -6.461  0.2920
81 O 1.102 -3.047 -3.511  -0.4914
82 C 0.466 -4.325 -3.521  -0.2635
83 C 0.774 -5.059 -4.807  -0.3029
84 O 2.170 -5.215 -4.985  -0.5309
85 H 0.675 -2.491 -4.174  0.2024
86 H 0.881 -4.866 -2.672  0.3376
87 H -0.617 -4.231 -3.384  0.1919
88 H 0.334 -6.057 -4.788  0.3359
89 H 0.340 -4.510 -5.654  0.1615
90 H 2.577 -4.389 -4.693  0.3536
91 O 4.564 5.610 4.608  -0.5079
92 C 5.981 5.505 4.467  -0.6152
93 C 6.384 4.061 4.268  -0.1931
94 O 5.724 3.513 3.136  -0.4871
95 H 4.316 5.251 5.467  0.3062
96 H 6.229 6.084 3.578  0.2901
97 H 6.498 5.940 5.327  0.3442
98 H 7.459 3.981 4.100  0.3355
99 H 6.128 3.482 5.166  0.2089
100 H 4.833 3.885 3.146  0.3283
101 O -4.228 -4.811 3.595  -0.4085
102 C -4.859 -5.378 4.745  -0.3516
103 C -3.826 -5.884 5.726  -0.3336
104 O -2.953 -4.847 6.130  -0.5100
105 H -3.834 -5.522 3.079  0.2641
106 H -5.428 -4.566 5.195  0.1267
107 H -5.549 -6.177 4.457  0.3682
108 H -4.313 -6.266 6.624  0.3280
109 H -3.258 -6.706 5.269  0.2541
110 H -2.775 -4.310 5.347  0.3097

---

The following is a DFT calculation (ωB97M-V/def2-TZVPD) of a 2-piece molecular cluster, C9H14 overall at a distorted geometry.

As for the LUMO energy: 0.9564 eV. Its net charge is 0. For the HOMO energy, the calculation gives -9.0 eV. Its SMILES is Cc1ccccc1.CC. Its energy above the lowest of the compared OMol25 structures with the same formula, charge and spin is 0.457 eV. For the largest force on an atom, the calculation gives 1.345 eV/A.

Each line ends with the natural charge from an NBO analysis.
Geometry (Å):
1 C -1.052 3.459 2.373  -0.6307
2 C -1.250 2.452 1.271  0.0010
3 C -1.251 1.093 1.548  -0.2245
4 C -1.388 0.182 0.502  -0.1986
5 C -1.642 0.583 -0.789  -0.2283
6 C -1.658 1.945 -1.071  -0.2024
7 C -1.487 2.856 -0.047  -0.2212
8 H -1.772 3.265 3.176  0.2172
9 H -1.231 4.476 2.019  0.2124
10 H -0.054 3.380 2.805  0.2221
11 H -1.346 0.671 2.544  0.2115
12 H -1.351 -0.873 0.754  0.2086
13 H -1.866 -0.095 -1.600  0.2149
14 H -1.926 2.363 -2.032  0.2124
15 H -1.563 3.931 -0.183  0.2056
16 C 2.225 -3.777 -2.056  -0.6207
17 C 3.011 -3.656 -0.755  -0.6186
18 H 1.644 -4.697 -2.156  0.2053
19 H 1.415 -3.039 -2.093  0.2062
20 H 2.808 -3.697 -2.973  0.2077
21 H 4.049 -3.431 -0.997  0.2060
22 H 3.011 -4.547 -0.130  0.2066
23 H 2.676 -2.843 -0.109  0.2074

---

The following is a DFT calculation (ωB97M-V/def2-TZVPD) of a 2-piece molecular cluster, C9H16BrN2O3S overall at a distorted geometry.

As for the LUMO energy: -5.5640 eV. Its net charge is +1. For the HOMO energy, the calculation gives -12.9 eV. For the largest force on an atom, the calculation gives 12.037 eV/A.

Each line ends with the natural charge from an NBO analysis.
Geometry (Å):
1 C 1.491 -1.655 -1.589  -0.6616
2 C 0.072 -2.214 -2.271  -0.2969
3 N -0.793 -2.990 -1.304  -0.7019
4 S -2.013 -1.967 -0.536  1.2709
5 C -1.509 -0.162 -0.525  -0.7533
6 C -2.009 0.710 -1.820  0.4457
7 O -3.216 0.676 -2.392  -0.4626
8 Br -0.695 2.027 -2.657  0.0785
9 O -3.418 -2.228 -1.528  -0.5645
10 C -3.128 -3.326 -2.511  0.4616
11 N -2.918 -3.864 -3.695  -0.2117
12 H 1.449 -0.469 -1.604  0.2352
13 H 2.404 -1.978 -2.274  0.2643
14 H 1.588 -2.030 -0.478  0.2215
15 H -0.491 -1.374 -2.874  0.2428
16 H 0.431 -3.000 -3.095  0.2629
17 H -0.219 -3.438 -0.528  0.4420
18 H -2.047 0.323 0.425  0.3335
19 H -0.346 0.015 -0.321  0.3749
20 C 1.709 2.983 2.566  -0.4328
21 C 0.906 2.067 3.453  -0.4317
22 C 0.120 1.258 2.444  -0.0725
23 O 0.929 1.167 1.263  -0.5763
24 C 2.022 2.088 1.387  -0.0678
25 H 2.605 3.385 3.046  0.2370
26 H 1.087 3.825 2.242  0.2088
27 H 1.580 1.410 4.015  0.2124
28 H 0.268 2.594 4.167  0.2344
29 H -0.813 1.761 2.171  0.1588
30 H -0.117 0.254 2.806  0.1804
31 H 2.932 1.505 1.562  0.1758
32 H 2.140 2.648 0.455  0.1921